Record 1
The following is a DFT calculation (ωB97M-V with the def2-TZVPD basis set) of a molecular structure, C19H17N2O7S6SbTa at a distorted geometry.

Results
Kohn-Sham gap	4.48	eV
total charge	-1
E_LUMO	0.72	eV
energy above the lowest of the compared OMol25 structures with the same formula, charge and spin	3.482	eV

Each line ends with the Mulliken charge.
CARTESIAN COORDINATES (ANGSTROEM)
Ta (11.53, 12.02, 8.09)  0.983
O (8.48, 14.86, 9.16)  -0.687
S (8.90, 14.01, 8.08)  1.461
O (8.05, 14.40, 6.82)  -0.297
O (10.32, 13.90, 7.66)  -0.597
C (8.39, 12.36, 8.32)  0.131
C (7.04, 12.02, 8.22)  -0.391
C (6.71, 10.77, 8.79)  -0.555
C (7.65, 9.76, 8.93)  -0.860
C (8.98, 10.15, 8.90)  0.205
C (9.41, 11.47, 8.73)  -0.098
S (9.81, 10.66, 14.47)  0.604
O (10.90, 10.83, 13.54)  -0.259
O (8.58, 11.45, 14.32)  -0.377
O (11.65, 12.89, 9.61)  -0.521
H (6.31, 12.75, 7.96)  0.266
H (5.62, 10.60, 9.00)  0.287
H (7.37, 8.73, 9.01)  0.428
H (9.78, 9.41, 8.98)  0.234
S (10.84, 10.14, 6.37)  -0.446
Sb (12.91, 9.98, 5.17)  0.412
S (12.52, 12.75, 5.81)  -0.283
S (13.81, 12.97, 7.34)  -0.282
S (14.28, 9.29, 7.13)  -0.304
N (15.21, 8.29, 12.89)  -0.352
C (14.59, 7.50, 12.00)  0.069
O (14.64, 6.29, 11.98)  -0.641
C (13.79, 8.33, 10.92)  0.920
C (13.92, 8.15, 9.55)  -1.156
C (13.15, 8.96, 8.58)  0.422
N (12.46, 10.17, 9.17)  -0.119
C (12.32, 10.20, 10.49)  0.033
C (12.98, 9.42, 11.42)  -1.447
H (15.77, 7.89, 13.62)  0.218
H (15.15, 9.34, 12.77)  0.257
H (14.66, 7.46, 9.13)  0.365
H (12.35, 8.22, 8.26)  0.254
H (11.56, 10.92, 10.85)  0.487
H (12.62, 9.52, 12.46)  0.477
C (8.17, 15.94, 6.64)  -0.712
C (6.90, 16.46, 6.09)  0.670
C (6.98, 17.37, 5.09)  -0.595
C (5.86, 17.70, 4.36)  -0.562
C (4.57, 17.24, 4.70)  -0.414
C (4.47, 16.27, 5.74)  -0.502
C (5.64, 15.91, 6.40)  -0.145
H (8.38, 16.46, 7.52)  0.501
H (8.98, 16.13, 5.86)  0.244
H (7.96, 17.70, 4.78)  0.372
H (5.95, 18.37, 3.53)  0.366
H (3.63, 17.48, 4.17)  0.337
H (3.52, 15.78, 5.99)  0.358
H (5.62, 15.06, 7.06)  0.243

=====

Record 2
The following is a DFT calculation (ωB97M-V with the def2-TZVPD basis set) of a molecular structure, C7H5LiLuO3 at a distorted geometry.

Results
Kohn-Sham gap (alpha / beta)	5.80 / 5.80	eV
total charge	+1
E_LUMO (alpha / beta)	-5.31 / -5.31	eV
energy above the lowest of the compared OMol25 structures with the same formula, charge and spin	0.000	eV

Each line ends with the Mulliken charge.
CARTESIAN COORDINATES (ANGSTROEM)
O (-4.27, 0.31, 0.31)  -0.383
C (-3.11, 0.11, 0.35)  0.848
C (-1.82, 0.11, 0.45)  -0.758
C (-0.73, -0.71, 0.62)  -0.061
C (0.52, -0.22, 1.31)  0.401
O (0.92, -0.97, 2.30)  -0.939
Lu (-1.52, 2.94, -0.14)  0.284
H (-0.91, -1.79, 0.72)  0.364
H (0.54, 0.89, 1.44)  0.196
C (0.77, 1.19, -1.69)  0.606
C (1.30, -0.02, -1.46)  -0.454
C (1.21, -0.76, -0.19)  0.663
O (1.98, -1.71, -0.02)  -0.704
Li (2.22, -2.19, 1.85)  0.900
H (0.19, 1.69, -0.92)  -0.703
H (0.93, 1.69, -2.64)  0.373
H (1.79, -0.56, -2.27)  0.367

=====

Record 3
The following is a DFT calculation (ωB97M-V with the def2-TZVPD basis set) of a molecular structure, C26H17FIN2O18 at a distorted geometry.

Results
Kohn-Sham gap	3.47	eV
total charge	-1
E_LUMO	-0.12	eV

Each line ends with the Mulliken charge.
CARTESIAN COORDINATES (ANGSTROEM)
O (0.76, 0.74, 0.50)  -0.510
C (0.50, 1.46, -0.37)  0.608
F (1.19, 2.58, -0.59)  -0.197
N (-0.54, 1.30, -1.27)  -0.249
C (-1.53, 2.41, -0.99)  0.340
O (-1.47, 3.35, -1.74)  -0.531
N (-2.37, 2.38, 0.08)  -0.597
I (-3.88, 1.03, -0.28)  -0.098
H (-0.96, 0.39, -1.12)  0.257
C (-7.08, -0.12, 2.84)  -1.119
C (-7.92, -0.41, 3.84)  0.549
C (-7.83, -1.70, 4.60)  0.997
O (-8.61, -1.90, 5.51)  -0.644
C (-6.82, -2.66, 4.20)  -0.858
C (-5.98, -2.38, 3.19)  0.293
C (-6.04, -1.08, 2.45)  0.881
O (-5.25, -0.87, 1.56)  -0.367
O (-5.03, -3.23, 2.79)  -0.580
O (-8.88, 0.44, 4.22)  -0.584
H (-7.13, 0.80, 2.29)  0.441
H (-6.78, -3.60, 4.74)  0.427
H (-4.57, -2.79, 2.05)  0.240
H (-9.34, 0.00, 4.96)  0.344
C (-4.36, -6.76, -1.98)  -0.964
C (-5.63, -7.10, -1.71)  0.331
C (-6.47, -6.32, -0.75)  0.866
O (-7.62, -6.67, -0.56)  -0.623
C (-5.86, -5.17, -0.09)  -0.670
C (-4.59, -4.83, -0.35)  0.294
C (-3.76, -5.60, -1.33)  0.846
O (-2.62, -5.24, -1.55)  -0.610
O (-4.01, -3.79, 0.24)  -0.465
O (-6.21, -8.16, -2.28)  -0.571
H (-3.75, -7.32, -2.67)  0.417
H (-6.47, -4.62, 0.62)  0.443
H (-3.10, -3.75, -0.12)  0.334
H (-7.12, -8.19, -1.92)  0.357
C (6.08, 1.96, 0.73)  -0.801
C (4.81, 1.78, 1.11)  0.365
C (4.13, 2.73, 2.06)  0.890
O (2.98, 2.54, 2.37)  -0.544
C (4.92, 3.84, 2.59)  -1.023
C (6.19, 4.01, 2.20)  0.359
C (6.85, 3.09, 1.23)  1.057
O (8.01, 3.30, 0.90)  -0.680
O (6.95, 5.02, 2.67)  -0.584
O (4.09, 0.75, 0.65)  -0.592
H (6.57, 1.29, 0.04)  0.476
H (4.44, 4.51, 3.29)  0.428
H (7.81, 4.92, 2.23)  0.347
H (3.20, 0.83, 1.06)  0.273
C (6.18, 4.38, -4.00)  -0.916
C (5.78, 3.29, -3.33)  0.357
C (6.73, 2.18, -3.00)  1.052
O (6.33, 1.22, -2.38)  -0.628
C (8.12, 2.30, -3.46)  -1.033
C (8.51, 3.39, -4.12)  0.416
C (7.57, 4.51, -4.43)  0.994
O (7.99, 5.49, -5.03)  -0.633
O (9.77, 3.54, -4.56)  -0.588
O (4.52, 3.14, -2.92)  -0.535
H (5.51, 5.19, -4.24)  0.439
H (8.79, 1.49, -3.23)  0.422
H (9.79, 4.41, -5.01)  0.352
H (4.49, 2.28, -2.46)  0.308

=====

Record 4
The following is a DFT calculation (ωB97M-V with the def2-TZVPD basis set) of 2 unconnected molecules or ions with the total composition C36H39N3O4 at a distorted geometry.

Results
Kohn-Sham gap	4.39	eV
E_LUMO	-1.80	eV
energy above the lowest of the compared OMol25 structures with the same formula, charge and spin	0.000	eV

Each line ends with the Mulliken charge.
CARTESIAN COORDINATES (ANGSTROEM)
C (4.35, 1.22, 6.65)  -1.040
N (3.74, 0.12, 5.93)  0.332
C (3.87, -1.17, 6.58)  -1.052
C (3.25, 0.26, 4.63)  -0.145
C (4.07, -0.02, 3.51)  -0.455
C (3.54, 0.05, 2.23)  -0.475
C (2.21, 0.40, 2.02)  0.369
C (1.63, 0.41, 0.60)  0.610
C (1.59, 1.72, -0.05)  0.438
C (0.47, 2.59, 0.19)  0.663
O (-0.58, 2.23, 0.70)  -0.805
O (0.64, 3.93, -0.08)  -0.424
C (1.69, 4.28, -0.99)  1.603
C (1.33, 3.87, -2.42)  -1.412
C (1.96, 5.79, -0.88)  -1.715
O (2.92, 3.67, -0.56)  -0.349
C (2.88, 2.31, -0.32)  -0.335
O (3.94, 1.71, -0.26)  -0.719
C (1.42, 0.79, 3.11)  -0.309
C (1.92, 0.68, 4.40)  -0.384
H (4.26, 2.14, 6.07)  0.300
H (3.85, 1.35, 7.62)  0.318
H (5.42, 1.01, 6.84)  0.312
H (3.42, -1.95, 5.97)  0.276
H (4.93, -1.42, 6.76)  0.326
H (3.37, -1.14, 7.56)  0.325
H (5.12, -0.28, 3.67)  0.393
H (4.18, -0.14, 1.36)  0.426
H (2.29, -0.20, -0.03)  0.644
H (0.61, 0.03, 0.61)  -1.820
H (1.17, 2.79, -2.49)  0.237
H (0.41, 4.40, -2.71)  0.351
H (2.14, 4.18, -3.08)  0.387
H (2.28, 6.02, 0.14)  0.405
H (2.77, 6.04, -1.58)  0.362
H (1.06, 6.35, -1.13)  0.379
H (0.41, 1.18, 2.93)  0.469
H (1.28, 0.91, 5.27)  0.411
C (-0.95, -1.46, 2.17)  -1.819
C (-1.31, -2.19, 0.94)  0.543
N (-1.36, -3.55, 0.93)  0.106
C (-1.09, -4.40, 2.09)  -0.892
C (-1.82, -4.00, -0.30)  0.042
C (-2.11, -2.87, -1.10)  0.544
C (-2.80, -3.07, -2.29)  -0.017
C (-3.04, -4.38, -2.73)  -0.842
C (-2.66, -5.49, -1.96)  -0.723
C (-2.07, -5.31, -0.70)  -1.054
C (-1.68, -1.69, -0.34)  1.095
C (-1.66, -0.36, -0.75)  -0.596
C (-2.06, 0.12, -2.03)  1.012
C (-3.09, 1.05, -2.33)  0.048
C (-4.00, 1.76, -1.41)  -1.707
N (-3.22, 1.15, -3.68)  0.280
C (-4.27, 1.91, -4.35)  -0.997
C (-2.29, 0.33, -4.32)  0.076
C (-1.53, -0.32, -3.30)  0.394
C (-0.60, -1.28, -3.66)  0.122
C (-0.46, -1.62, -5.00)  -0.891
C (-1.25, -1.01, -5.99)  -0.676
C (-2.18, -0.02, -5.65)  -1.001
H (-1.07, -0.39, 1.99)  0.202
H (-1.59, -1.72, 3.03)  0.597
H (0.09, -1.66, 2.45)  0.449
H (-1.22, -5.44, 1.79)  0.328
H (-0.06, -4.24, 2.45)  0.318
H (-1.78, -4.17, 2.91)  0.313
H (-3.16, -2.20, -2.84)  0.485
H (-3.54, -4.53, -3.70)  0.419
H (-2.83, -6.50, -2.35)  0.389
H (-1.78, -6.14, -0.06)  0.251
H (-1.38, 0.39, -0.01)  0.576
H (-3.72, 1.51, -0.38)  0.330
H (-3.92, 2.85, -1.53)  0.387
H (-5.05, 1.46, -1.56)  0.405
H (-4.16, 1.77, -5.43)  0.367
H (-5.27, 1.56, -4.04)  0.327
H (-4.20, 2.98, -4.12)  0.295
H (-0.01, -1.75, -2.87)  0.525
H (0.27, -2.39, -5.29)  0.429
H (-1.12, -1.29, -7.04)  0.405
H (-2.80, 0.49, -6.39)  0.261

=====

Record 5
The following is a DFT calculation (ωB97M-V with the def2-TZVPD basis set) of 2 unconnected molecules or ions with the total composition C12H17N at a distorted geometry.

Results
Kohn-Sham gap	8.48	eV
E_LUMO	0.84	eV
energy above the lowest of the compared OMol25 structures with the same formula, charge and spin	3.575	eV

Each line ends with the Mulliken charge.
CARTESIAN COORDINATES (ANGSTROEM)
C (-2.55, 1.38, 2.98)  -1.090
C (-1.82, 1.63, 1.66)  -0.079
C (-0.81, 2.56, 1.37)  -0.507
N (-0.16, 2.36, 0.15)  -0.100
C (-0.84, 1.30, -0.53)  -0.611
C (-0.74, 0.67, -1.77)  -1.057
C (-1.62, -0.39, -2.22)  -0.497
C (-2.56, -0.83, -1.32)  -0.565
C (-2.61, -0.19, -0.05)  -0.060
C (-1.84, 0.87, 0.43)  1.325
H (-3.79, 1.14, 2.88)  0.257
H (-2.17, 2.12, 3.76)  0.298
H (-2.32, 0.32, 3.23)  0.282
H (-0.39, 3.37, 1.94)  0.433
H (0.77, 2.70, 0.01)  0.269
H (-0.06, 1.02, -2.34)  0.801
H (-1.54, -0.79, -3.23)  0.400
H (-3.30, -1.56, -1.71)  0.316
H (-3.13, -0.76, 0.78)  0.178
C (2.81, -2.52, 0.10)  -1.115
C (3.52, -1.53, -0.95)  -0.182
C (2.46, -0.48, -0.94)  -1.214
H (3.58, -3.04, 0.85)  0.270
H (2.20, -2.06, 0.79)  0.372
H (2.33, -3.33, -0.38)  0.325
H (3.79, -2.21, -1.85)  0.238
H (4.50, -1.08, -0.57)  0.255
H (2.07, -0.15, 0.07)  0.269
H (1.60, -0.86, -1.60)  0.263
H (2.62, 0.35, -1.52)  0.529

=====

Record 6
The following is a DFT calculation (ωB97M-V with the def2-TZVPD basis set) of 3 unconnected molecules or ions with the total composition C21H33BrClN2O6S at a distorted geometry.

Results
Kohn-Sham gap	7.11	eV
total charge	+1
E_LUMO	-4.08	eV
energy above the lowest of the compared OMol25 structures with the same formula, charge and spin	0.551	eV

Each line ends with the Mulliken charge.
CARTESIAN COORDINATES (ANGSTROEM)
N (-3.37, -0.98, -0.57)  -0.547
C (-2.73, -2.24, -0.99)  -0.709
C (-1.86, -2.86, 0.16)  -0.636
C (-0.95, -1.74, 0.72)  0.165
C (0.37, -2.26, 1.42)  -1.643
C (1.59, -2.13, 0.53)  0.747
C (2.07, -3.28, -0.11)  0.045
Br (1.27, -4.99, 0.06)  -0.107
C (3.21, -3.20, -0.92)  -0.330
C (3.82, -1.97, -1.06)  -1.069
C (3.31, -0.87, -0.42)  0.133
N (2.22, -0.94, 0.35)  0.872
C (1.67, 0.23, 1.07)  -0.120
C (2.20, 1.59, 0.58)  -1.651
C (1.86, 1.90, -0.89)  -0.580
C (0.38, 2.38, -1.07)  -0.937
S (-0.36, 1.64, -2.55)  0.972
O (-1.16, 0.50, -2.19)  -0.466
O (0.62, 1.30, -3.53)  -0.590
Cl (-1.61, 3.04, -3.40)  -0.225
H (-2.83, -0.18, -0.86)  0.325
H (-3.58, -0.97, 0.42)  0.253
H (-2.02, -1.95, -1.78)  0.247
H (-3.49, -2.94, -1.36)  0.393
H (-2.57, -3.13, 0.96)  0.344
H (-1.31, -3.75, -0.18)  0.145
H (-1.47, -1.11, 1.45)  0.513
H (-0.62, -1.11, -0.13)  -0.109
H (0.26, -3.27, 1.81)  0.775
H (0.53, -1.62, 2.31)  0.208
H (3.60, -4.08, -1.43)  0.449
H (4.72, -1.84, -1.66)  0.455
H (3.85, 0.07, -0.55)  0.453
H (0.58, 0.28, 1.06)  0.336
H (1.96, 0.11, 2.12)  -0.030
H (1.72, 2.36, 1.21)  0.544
H (3.28, 1.68, 0.75)  0.410
H (2.49, 2.72, -1.27)  0.494
H (2.02, 1.06, -1.58)  0.484
H (0.33, 3.46, -1.21)  0.537
H (-0.24, 2.07, -0.22)  0.405
O (-8.54, 2.62, -2.10)  -0.552
C (-7.51, 2.69, -2.71)  0.462
O (-6.36, 3.19, -2.17)  -0.362
C (-5.34, 3.24, -3.18)  -0.082
C (-5.76, 2.23, -4.23)  -0.467
C (-7.28, 2.30, -4.15)  -0.388
H (-5.29, 4.26, -3.57)  0.242
H (-4.38, 2.99, -2.73)  0.034
H (-5.36, 2.44, -5.22)  0.342
H (-5.43, 1.23, -3.94)  0.243
H (-7.69, 3.08, -4.80)  0.251
H (-7.75, 1.35, -4.37)  0.293
O (4.77, 0.78, 2.33)  -0.536
C (4.85, 0.31, 3.43)  0.489
O (5.61, 0.84, 4.40)  -0.377
C (5.58, -0.01, 5.57)  -0.461
C (4.30, -0.81, 5.45)  -0.659
C (4.16, -0.95, 3.93)  0.207
H (6.47, -0.64, 5.57)  0.260
H (5.60, 0.61, 6.47)  0.353
H (4.34, -1.76, 5.98)  0.352
H (3.46, -0.24, 5.84)  0.292
H (4.70, -1.82, 3.55)  0.301
H (3.12, -0.98, 3.62)  -0.193

=====

Calculated molar mass, 880.46; 319.02; 791.32; 577.72; 175.28; 556.93 g/mol (same order as the records).